# 1
{"formula": "C28H36IrN5S3Te", "method": "ωB97M-V/def2-TZVPD", "symbols": ["Ir", "Te", "S", "S", "S", "N", "N", "N", "N", "N", "C", "C", "C", "C", "C", "C", "C", "C", "C", "C", "C", "C", "C", "C", "C", "C", "C", "C", "C", "C", "C", "C", "C", "C", "C", "C", "C", "C", "H", "H", "H", "H", "H", "H", "H", "H", "H", "H", "H", "H", "H", "H", "H", "H", "H", "H", "H", "H", "H", "H", "H", "H", "H", "H", "H", "H", "H", "H", "H", "H", "H", "H", "H", "H"], "coordinates": [[1.397843, 1.392617, 1.316229], [1.409471, -1.552036, 0.420993], [1.293910, 1.610023, -1.001368], [-0.808352, 1.279360, 1.374931], [0.102342, -2.487225, 3.329964], [2.092378, 3.610417, 1.679579], [-2.586876, 0.787351, -0.588030], [3.606603, 1.236745, 1.484623], [-0.833726, 1.555845, -2.617019], [1.751615, 1.348092, 3.442681], [-2.971381, -3.328780, 0.680224], [0.820581, -4.300751, 1.672128], [-0.132390, -4.115991, 3.767221], [2.274265, 2.648795, 3.970325], [-0.400024, 1.414665, -1.358279], [0.792737, -2.924318, 1.807119], [2.735405, 0.254819, 3.650685], [-2.782524, -1.957670, 0.722106], [-3.821565, -1.092481, 0.391607], [0.337210, -2.004993, -4.781642], [-5.053572, -1.614798, 0.024605], [-5.247169, -2.990354, -0.012779], [-4.207045, -3.847198, 0.310405], [4.323598, 2.555670, 1.525210], [3.440689, 3.723686, 1.114818], [-1.318064, 1.151876, -0.318949], [0.420796, -0.828976, -4.054833], [-3.590732, 0.400326, 0.410413], [0.038992, 1.642921, -3.794690], [3.916543, 0.376924, 2.673245], [-0.187976, -1.991027, -6.068868], [0.301207, -4.975288, 2.794337], [-2.269075, 1.527140, -2.869825], [-0.544406, 0.379325, -5.892081], [-0.625397, -0.799221, -6.624004], [-2.920339, 0.496577, -1.980932], [1.888976, 3.849066, 3.115852], [-0.021931, 0.371306, -4.605691], [4.702209, 2.705253, 2.532934], [2.208483, -0.678090, 3.481966], [-2.694347, 2.519225, -2.693494], [-2.568892, -0.508538, -2.235135], [3.355781, 2.560571, 4.041308], [-2.159516, -3.996144, 0.942231], [-0.248955, -2.908217, -6.638815], [-1.028629, -0.782892, -7.627488], [0.690437, -2.933450, -4.352088], [-6.211261, -3.389909, -0.296689], [0.238615, -6.049556, 2.882273], [-4.003328, 0.518461, -2.087017], [-1.823504, -1.552906, 1.029282], [0.845709, -0.837164, -3.056239], [3.931096, 0.742653, 0.660630], [3.318879, 3.736541, 0.031101], [1.464825, 4.202686, 1.149028], [5.195695, 2.519122, 0.872427], [0.828349, 4.065038, 3.249301], [2.447583, 4.721662, 3.468940], [-0.297915, 2.489943, -4.394494], [-0.585002, -4.369051, 4.713404], [1.195266, -4.795173, 0.786993], [-0.880817, 1.311499, -6.332018], [1.915762, 2.804138, 4.988584], [-4.358557, -4.917703, 0.278487], [-5.870459, -0.948252, -0.227078], [1.050750, 1.861540, -3.461943], [-4.512251, 0.930162, 0.165463], [4.797513, 0.776430, 3.173725], [3.933712, 4.656349, 1.405918], [0.909062, 1.107863, 3.956477], [-3.265031, 0.740589, 1.389898], [-2.426153, 1.260396, -3.913427], [4.180899, -0.620398, 2.324783], [3.101382, 0.254861, 4.680476]], "atomic_forces_ev_per_a": [[-0.11, -0.06, 0.08], [0.06, -0.08, 0.02], [-0.01, 0.02, 0.02], [0.10, 0.00, 0.05], [-0.03, 0.02, -0.05], [-0.02, 0.01, -0.03], [0.05, 0.07, 0.04], [-0.03, 0.01, 0.00], [0.01, -0.11, -0.04], [0.05, 0.00, -0.04], [0.00, 0.00, 0.01], [-0.02, -0.04, -0.07], [0.02, 0.05, 0.01], [0.00, 0.03, 0.01], [0.00, 0.11, 0.05], [-0.05, 0.11, 0.09], [0.00, 0.03, 0.03], [0.02, 0.00, 0.01], [0.00, 0.00, -0.01], [0.01, 0.01, 0.01], [0.00, -0.01, -0.01], [-0.01, 0.01, 0.00], [0.00, 0.00, 0.00], [0.01, 0.03, -0.01], [-0.01, 0.00, -0.01], [-0.03, -0.04, -0.07], [0.00, 0.00, 0.00], [0.00, -0.04, 0.02], [0.00, 0.02, -0.02], [0.02, 0.00, 0.00], [0.00, 0.01, 0.00], [-0.01, -0.01, -0.06], [0.00, -0.01, -0.02], [0.01, 0.00, 0.00], [0.01, -0.01, 0.00], [0.02, -0.01, -0.01], [-0.01, 0.00, 0.00], [-0.02, 0.00, -0.01], [0.00, -0.01, 0.00], [-0.03, -0.07, 0.01], [0.00, 0.01, 0.00], [-0.02, 0.00, 0.01], [0.00, 0.00, 0.00], [0.01, 0.01, 0.01], [0.00, 0.00, 0.00], [0.00, 0.00, 0.00], [0.00, 0.00, 0.00], [0.00, 0.00, 0.00], [0.01, 0.00, -0.01], [0.00, 0.01, 0.00], [0.02, 0.01, -0.01], [0.00, 0.00, 0.02], [-0.01, 0.01, 0.00], [0.00, 0.01, 0.00], [0.00, -0.02, -0.01], [0.00, -0.01, 0.00], [0.00, 0.00, 0.00], [0.00, 0.00, -0.01], [0.00, 0.02, 0.01], [0.01, 0.00, 0.01], [0.02, -0.01, 0.01], [0.00, 0.00, 0.00], [-0.01, -0.01, 0.00], [0.00, 0.00, 0.00], [0.00, 0.00, 0.00], [0.00, -0.02, 0.00], [-0.01, 0.00, -0.01], [0.01, -0.02, -0.01], [0.00, 0.00, 0.00], [0.00, -0.02, -0.02], [0.01, 0.01, 0.00], [0.00, 0.00, 0.00], [-0.01, 0.01, -0.02], [-0.01, 0.01, 0.00]], "lowdin_spin": [1.16, 0.88, 0.07, 0.37, 0.01, 0.14, 0.28, 0.02, 0.16, 0.00, 0.00, 0.09, 0.10, 0.00, 0.16, 0.10, 0.00, 0.01, 0.01, 0.00, 0.00, 0.00, 0.00, 0.00, 0.01, 0.25, 0.00, 0.02, 0.01, 0.01, 0.00, 0.01, 0.01, 0.00, 0.00, 0.02, 0.01, 0.01, 0.00, 0.00, 0.00, 0.01, 0.00, 0.00, 0.00, 0.00, 0.00, 0.00, 0.00, 0.00, 0.01, 0.00, 0.01, 0.00, 0.00, 0.00, 0.00, 0.00, 0.00, 0.00, 0.00, 0.00, 0.00, 0.00, 0.00, 0.00, 0.01, 0.00, 0.00, 0.00, 0.00, 0.00, 0.01, 0.00], "total_charge": 2, "de_lowest_kcal_mol": 0.0, "gap_ev": [7.5, 5.8], "multiplicity": 5}

---

# 2
{"formula": "C32H29N3O2", "method": "ωB97M-V/def2-TZVPD", "symbols": ["O", "O", "N", "N", "N", "C", "C", "C", "C", "C", "C", "C", "C", "C", "C", "C", "C", "C", "C", "C", "C", "C", "C", "C", "C", "C", "C", "C", "C", "C", "C", "C", "C", "C", "C", "C", "C", "H", "H", "H", "H", "H", "H", "H", "H", "H", "H", "H", "H", "H", "H", "H", "H", "H", "H", "H", "H", "H", "H", "H", "H", "H", "H", "H", "H", "H"], "coordinates": [[-2.544801, -6.619151, -3.620384], [-3.906962, -6.745598, -1.888875], [-2.879724, -6.297213, -2.453416], [-0.489988, -1.634438, 2.656412], [1.829526, 2.431547, 0.437627], [5.288501, 1.359759, -0.480845], [4.727262, -0.498648, 1.530483], [4.162139, 1.537504, 0.338516], [3.245907, 2.722289, 0.087209], [-0.917614, -4.831351, -2.361942], [-2.406277, 4.617105, 1.176343], [-1.361988, 4.966555, -0.980628], [-0.086214, 4.005220, 0.842949], [-0.593393, -3.249405, -0.471127], [-0.151240, 4.473058, -0.469515], [0.021398, 0.813132, 0.400363], [-1.684072, -3.907724, 0.168120], [0.001870, -1.962401, 0.073323], [-1.198735, 4.127782, 1.685414], [3.910864, 0.620097, 1.362528], [-2.753544, 0.167935, 1.147686], [-2.171223, -0.253945, -0.058242], [6.118722, 0.258732, -0.298489], [-0.291581, -1.836147, 1.490292], [1.187904, 1.371187, -0.108376], [-2.425728, -4.920700, -0.463069], [-3.047949, -0.540234, -1.121867], [-2.489146, 5.031610, -0.152582], [-4.439618, -0.616800, -0.919362], [5.847314, -0.681370, 0.700218], [1.182275, 3.367538, 1.373305], [-0.171133, -3.845633, -1.709870], [1.555833, -1.945453, -0.135451], [-4.993779, -0.320433, 0.334913], [-4.143507, 0.090857, 1.362343], [-2.061232, -5.365847, -1.744170], [-0.647547, -0.374421, -0.173039], [1.821387, -0.885489, -0.185707], [-0.384730, 1.364432, 1.271084], [5.478793, 2.091826, -1.270630], [3.282522, 3.019601, -0.976588], [3.569389, 3.599240, 0.673640], [1.849978, -2.434483, -1.071075], [-6.072996, -0.410663, 0.511254], [0.724130, -3.479367, -2.227303], [4.492367, -1.222613, 2.310045], [6.490207, -1.546526, 0.839871], [-4.561882, 0.314286, 2.352666], [-3.437333, 5.400157, -0.555813], [-3.283585, 4.660166, 1.824180], [-1.998005, -3.604429, 1.174072], [-1.128079, 3.798230, 2.722877], [3.046988, 0.768058, 2.027419], [0.984221, 2.841157, 2.322852], [-3.308858, -5.373195, -0.010136], [-2.109432, 0.463813, 1.976140], [-5.107475, -0.938103, -1.726671], [0.736034, 4.407543, -1.106915], [6.990069, 0.127356, -0.947210], [1.689313, 0.931130, -0.986762], [-0.661999, -5.198679, -3.354289], [1.929547, 4.150053, 1.590569], [2.199110, -2.394703, 0.650191], [-0.372939, -0.473880, -1.248846], [-1.418728, 5.282814, -2.020705], [-2.660553, -0.772747, -2.114994]], "atomic_forces_ev_per_a": [[-0.59, 0.69, 2.38], [2.13, 0.96, -1.04], [-1.87, -2.13, -1.56], [0.76, -0.89, -5.03], [1.01, 1.76, 0.26], [-0.49, -0.04, 0.24], [0.44, 0.17, -0.32], [0.41, -0.03, -0.19], [-0.87, -0.24, -0.20], [-0.29, -0.20, 0.51], [0.23, 0.05, 0.12], [0.31, -0.13, 0.49], [-0.19, 0.10, 0.26], [-1.47, -1.05, -1.34], [-0.50, -0.06, -0.16], [2.31, 1.20, 0.12], [-0.02, 0.26, -0.33], [0.89, 0.16, 2.61], [-0.11, -0.08, -0.59], [-0.24, -0.02, 0.07], [-0.39, -0.56, 0.30], [-0.34, -0.11, 0.08], [0.26, -0.15, 0.02], [-0.16, -0.13, 6.04], [-1.61, -1.46, 0.49], [0.35, -0.14, -0.39], [-0.32, -0.54, 0.26], [0.07, -0.04, -0.20], [0.18, 0.18, 0.24], [-0.57, 0.32, 0.17], [0.44, -0.45, 0.03], [-0.35, 0.79, 0.25], [-0.05, 0.64, -0.13], [0.35, -0.06, -0.17], [0.33, 0.08, -0.12], [1.10, 1.70, 0.94], [-0.52, -0.63, -3.79], [0.36, -0.39, 0.02], [0.02, -0.88, -0.60], [0.03, -0.31, 0.19], [0.25, -0.14, 0.26], [-0.17, -0.42, -0.21], [-0.21, 0.30, 0.19], [0.51, 0.03, -0.13], [-0.55, -0.07, 0.22], [0.11, 0.17, -0.16], [-0.10, 0.15, -0.08], [0.29, 0.03, -0.48], [0.35, -0.15, 0.17], [0.24, 0.04, -0.21], [0.11, 0.07, -0.50], [-0.06, 0.01, -0.25], [0.37, -0.12, -0.41], [-0.13, 0.23, -0.13], [0.36, 0.26, 0.05], [-0.24, -0.17, -0.19], [0.41, 0.23, 0.21], [-0.34, -0.03, 0.16], [-0.31, 0.03, 0.24], [-0.23, 0.26, 0.45], [0.14, 0.16, 0.32], [-0.36, -0.33, -0.02], [-0.93, 0.14, -0.17], [-0.58, 0.99, 0.22], [-0.02, -0.01, 0.24], [0.05, -0.04, 0.27]], "nbo_charge": [-0.38, -0.37, 0.50, -0.38, -0.44, -0.21, -0.22, -0.06, -0.22, -0.16, -0.22, -0.20, -0.06, 0.12, -0.20, -0.35, -0.23, -0.23, -0.16, -0.16, -0.23, 0.06, -0.21, 0.32, 0.07, -0.15, -0.22, -0.22, -0.22, -0.22, -0.23, -0.24, -0.60, -0.22, -0.20, 0.01, -0.23, 0.23, 0.22, 0.21, 0.20, 0.22, 0.21, 0.22, 0.22, 0.22, 0.22, 0.22, 0.22, 0.22, 0.25, 0.20, 0.22, 0.20, 0.25, 0.22, 0.22, 0.21, 0.22, 0.20, 0.25, 0.22, 0.24, 0.22, 0.22, 0.21], "gap_ev": 6.9}